# C36H66ClN12

A structure of composition C36H66ClN12 (ωB97M-V with the def2-TZVPD basis set, the OMol25 dataset).

Values from the calculation:
**Energy relative to the best compared isomer or geometry (same formula, charge and spin)**: 3208.65 kJ/mol
**Multiplicity**: 1
**Frontier orbital gap**: 8.75 eV
**Total charge**: +5

Each line ends with the Löwdin charge.
Atoms and positions in Å:
C -5.34 -22.57 -6.34  -0.1190
C -4.29 -21.47 -6.35  -0.1528
N -4.85 -20.17 -5.85  -0.0632
C -4.72 -19.71 -4.57  -0.1909
C -5.35 -18.45 -4.55  -0.0234
N -5.85 -18.09 -5.82  -0.0136
C -5.50 -19.21 -6.62  0.1244
C -6.59 -16.90 -6.20  0.0403
H -6.18 -22.29 -6.98  0.1347
H -5.68 -22.95 -5.37  0.0471
H -5.05 -23.49 -6.84  0.1108
H -3.92 -21.45 -7.38  0.1750
H -3.38 -21.63 -5.77  -0.0157
H -4.18 -20.19 -3.76  0.0071
H -5.55 -17.86 -3.67  0.1316
H -5.70 -19.25 -7.68  0.1827
H -6.79 -16.25 -5.34  0.1174
H -7.60 -17.10 -6.54  0.1201
H -6.08 -16.40 -7.03  0.1219
C -1.89 -21.81 -5.50  -0.1073
C -0.90 -22.91 -5.36  -0.0877
N 0.01 -22.67 -4.20  0.0389
C -0.38 -22.23 -2.97  -0.1209
C 0.72 -22.26 -2.10  -0.0500
N 1.69 -23.01 -2.69  -0.0700
C 1.23 -23.26 -3.97  0.0386
C 2.96 -23.53 -2.19  0.0449
H -2.36 -22.00 -6.47  0.1163
H -1.44 -20.82 -5.45  0.1075
H -2.59 -21.90 -4.67  0.0147
H -0.17 -23.24 -6.10  0.1605
H -1.47 -23.80 -5.10  0.0391
H -1.36 -21.81 -2.81  0.0014
H 0.94 -21.94 -1.09  0.1289
H 1.78 -23.81 -4.73  0.1733
H 3.41 -22.84 -1.48  0.1165
H 3.71 -23.81 -2.93  0.1249
H 2.69 -24.42 -1.62  0.1075
C -3.84 -23.72 -0.70  -0.1074
C -2.36 -23.90 -0.96  -0.2585
N -1.54 -22.99 -0.24  0.0041
C -1.21 -21.66 -0.68  -0.0918
C -0.40 -21.15 0.31  -0.0100
N -0.31 -22.07 1.36  -0.0481
C -1.04 -23.19 1.00  0.0754
C 0.45 -21.98 2.62  0.0481
H -4.41 -24.62 -0.95  0.1126
H -4.21 -23.03 -1.45  -0.0577
H -4.21 -23.54 0.31  0.1316
H -2.15 -23.83 -2.03  0.0435
H -2.16 -24.94 -0.69  0.1217
H -1.59 -21.27 -1.61  0.0177
H 0.13 -20.21 0.39  0.1610
H -1.26 -24.08 1.56  0.1855
H -0.08 -22.60 3.34  0.1185
H 0.50 -20.94 2.95  0.1159
H 1.51 -22.22 2.51  0.1140
C -7.40 -23.96 -2.05  -0.0243
C -6.22 -23.03 -1.75  -0.2264
N -6.56 -21.58 -1.69  0.0473
C -5.98 -20.51 -2.40  -0.0926
C -6.56 -19.41 -2.00  -0.0070
N -7.70 -19.69 -1.23  -0.0537
C -7.69 -21.01 -1.13  0.0403
C -8.68 -18.89 -0.60  0.0226
H -8.26 -23.85 -1.39  0.0953
H -7.07 -24.99 -2.16  0.0949
H -7.88 -23.87 -3.02  0.0895
H -5.35 -23.12 -2.40  -0.0352
H -5.73 -23.33 -0.83  0.0840
H -5.14 -20.77 -3.02  -0.0228
H -6.30 -18.40 -2.28  0.1195
H -8.48 -21.57 -0.65  0.1783
H -9.46 -18.60 -1.31  0.1225
H -8.18 -17.97 -0.32  0.1177
H -9.14 -19.27 0.32  0.1274
C 2.38 -19.66 -3.54  -0.0441
C 1.44 -18.51 -3.20  -0.0993
N 0.04 -19.00 -3.41  0.0147
C -0.82 -19.83 -2.69  -0.0596
C -2.08 -19.77 -3.27  -0.1390
N -1.96 -19.24 -4.51  -0.0453
C -0.71 -18.68 -4.52  0.0411
C -3.02 -19.15 -5.54  -0.0273
H 2.17 -20.58 -3.00  0.0440
H 3.42 -19.44 -3.33  0.1074
H 2.28 -19.92 -4.60  0.0918
H 1.60 -17.60 -3.77  0.1466
H 1.55 -18.32 -2.13  0.1363
H -0.39 -20.18 -1.76  0.0892
H -2.98 -20.24 -2.89  -0.0887
H -0.24 -18.09 -5.29  0.1774
H -3.05 -20.10 -6.08  0.0845
H -2.82 -18.23 -6.09  0.1651
H -3.91 -18.71 -5.10  0.0241
C -5.27 -24.02 -4.09  -0.0895
C -4.23 -23.96 -5.21  -0.1707
N -2.98 -24.64 -4.71  -0.0480
C -2.18 -25.26 -5.56  -0.0440
C -1.24 -25.94 -4.77  0.0621
N -1.54 -25.67 -3.44  -0.0241
C -2.69 -24.92 -3.42  -0.0248
C -0.81 -26.12 -2.26  0.0472
H -5.44 -24.97 -3.59  0.1307
H -6.27 -23.68 -4.34  0.1085
H -4.98 -23.29 -3.33  -0.0377
H -4.10 -23.00 -5.70  0.0255
H -4.70 -24.58 -5.98  0.1491
H -2.28 -25.07 -6.61  0.1802
H -0.36 -26.49 -5.06  0.1580
H -3.21 -24.58 -2.54  0.0977
H -1.28 -27.05 -1.93  0.1366
H -0.90 -25.40 -1.45  0.0574
H 0.27 -26.13 -2.45  0.1144
Cl -3.52 -21.74 -2.81  0.6875